{
  "formula": "C42H42F9N3PPtSSi",
  "method": "wB97M-V/def2-TZVPD",
  "homo_energy_ev": -10.19,
  "largest_force_ev_per_a": 2.225,
  "charge": 1,
  "lumo_ev": -4.240,
  "e_tot_ev": -104408.6974,
  "homo_lumo_gap_ev": 5.95,
  "symbols": ["Pt", "S", "P", "Si", "F", "F", "F", "F", "F", "F", "F", "F", "F", "N", "N", "N", "C", "C", "C", "C", "C", "C", "C", "C", "C", "C", "C", "C", "C", "C", "C", "C", "C", "C", "C", "C", "C", "C", "C", "C", "C", "C", "C", "C", "C", "C", "C", "C", "C", "C", "C", "C", "C", "C", "C", "C", "C", "C", "H", "H", "H", "H", "H", "H", "H", "H", "H", "H", "H", "H", "H", "H", "H", "H", "H", "H", "H", "H", "H", "H", "H", "H", "H", "H", "H", "H", "H", "H", "H", "H", "H", "H", "H", "H", "H", "H", "H", "H", "H", "H"],
  "coordinates": [[-0.199, 0.164, -0.398], [-2.269, -2.675, -1.485], [0.115, 0.206, 2.086], [-1.293, 2.223, -0.809], [0.764, -5.993, -0.057], [0.755, -1.956, 8.319], [1.772, -6.386, 1.810], [6.217, 3.108, 1.994], [-0.379, -6.495, 1.691], [4.972, 4.849, 1.745], [0.759, 0.135, 8.827], [5.460, 3.622, 0.041], [-1.107, -0.931, 8.656], [-0.789, -1.913, -1.623], [1.530, -0.520, -1.565], [0.276, -3.687, -2.750], [-0.499, -5.943, -3.068], [0.693, -5.805, 1.286], [2.332, -1.784, -3.434], [3.504, 0.166, -2.731], [3.393, -0.916, -3.598], [2.553, 0.320, -1.746], [-1.083, -0.368, 4.548], [2.887, 0.568, 1.389], [-0.722, -4.653, -2.606], [-0.088, 3.347, -1.908], [-2.688, -6.600, -2.331], [4.001, 1.379, 1.254], [0.061, -0.444, 6.648], [2.732, 3.278, 2.035], [1.110, 3.746, -1.044], [0.106, -0.793, 8.113], [-2.918, -5.316, -1.856], [0.399, 2.618, -3.159], [-2.966, 1.492, -1.582], [-1.809, 3.323, 0.693], [3.920, 2.728, 1.573], [1.407, -1.570, -2.407], [0.074, 0.103, 3.939], [1.649, -3.642, 2.151], [1.215, 0.048, 6.052], [-0.592, -3.687, 1.250], [1.631, 2.460, 2.190], [-4.001, 2.583, -1.834], [5.141, 3.584, 1.353], [1.699, 1.098, 1.880], [1.220, 0.322, 4.698], [0.235, -2.428, -2.228], [1.544, -2.276, 2.345], [-1.094, -0.643, 5.904], [-2.656, 0.754, -2.884], [0.406, -1.599, 1.925], [-1.944, -4.345, -2.006], [-3.532, 0.499, -0.564], [-0.814, 4.617, -2.333], [-1.484, -6.908, -2.939], [-0.673, -2.318, 1.411], [0.588, -4.337, 1.586], [-3.602, 3.384, -2.450], [-1.814, 0.075, -2.744], [1.149, -4.020, -3.132], [-4.860, 2.158, -2.353], [-2.416, 1.456, -3.678], [-1.651, 4.391, -2.986], [-2.227, 2.732, 1.502], [1.848, 4.280, -1.640], [-3.859, -5.050, -1.401], [0.801, 4.407, -0.239], [0.446, -6.194, -3.526], [-1.298, -7.901, -3.318], [2.344, -1.742, 2.832], [2.122, 0.703, 4.244], [2.946, -0.469, 1.094], [-1.986, -1.012, 6.387], [1.588, 2.874, -0.603], [1.194, 3.187, -3.641], [-0.129, 5.261, -2.884], [-1.978, -0.528, 3.961], [4.932, 0.972, 0.891], [2.548, -4.164, 2.439], [-4.439, 0.035, -0.950], [2.100, 0.207, 6.650], [-3.778, 0.999, 0.369], [2.670, 4.333, 2.258], [-0.406, 2.505, -3.880], [-2.797, -0.288, -0.360], [-3.453, -7.351, -2.226], [-4.354, 3.007, -0.899], [-1.590, -1.798, 1.161], [2.214, -2.610, -4.120], [0.696, 2.866, 2.554], [-3.520, 0.172, -3.204], [2.623, 1.151, -1.058], [-1.424, -4.254, 0.858], [-2.561, 4.042, 0.384], [-0.969, 3.880, 1.093], [-1.179, 5.174, -1.476], [4.118, -1.068, -4.381], [4.308, 0.877, -2.826], [0.782, 1.630, -2.919]],
  "mulliken_charge": [3.51, -0.14, -0.19, -0.02, -0.19, -0.25, -0.29, -0.26, -0.28, -0.29, -0.26, -0.25, -0.27, -0.53, 0.21, 0.07, -0.72, 0.77, -0.98, -1.23, -1.01, -0.21, -0.35, -0.46, -0.30, 2.30, -0.79, -1.21, 0.18, -1.09, -2.04, 0.87, -0.55, -1.71, 1.98, -1.47, 0.55, 0.16, 0.68, -1.25, -1.29, -0.74, -0.86, -1.76, 0.76, 0.75, -0.31, 0.93, -0.90, -1.03, -1.55, -0.02, 0.96, -2.00, -2.01, -0.69, -0.48, 0.04, 0.28, 0.12, 0.27, 0.49, 0.30, 0.37, 0.37, 0.58, 0.48, 0.41, 0.44, 0.42, 0.66, 0.35, 0.49, 0.48, -0.03, 0.52, 0.51, 0.46, 0.47, 0.56, 0.50, 0.46, 0.30, 0.53, 0.37, 0.34, 0.44, 0.39, 0.82, 0.57, 0.60, 0.49, 0.50, 0.76, 0.49, 0.34, 0.39, 0.47, 0.60, 0.17]
}